{"formula": "C2H3N3O2S", "method": "ωB97M-V/def2-TZVPD", "symbols": ["H", "N", "N", "C", "S", "O", "O", "H", "C", "N", "H"], "positions_angstrom": [[2.54718, 1.37499, 0.40642], [1.97326, 1.98735, -0.15938], [0.87406, 1.58992, -0.45647], [-0.14452, 1.32633, -1.00668], [-1.81781, 1.47122, -0.38919], [-1.93043, 0.29373, 0.45623], [-2.62069, 1.12901, -1.79616], [-2.76480, 0.18358, -1.90352], [1.00845, -1.32850, 1.65995], [1.93226, -0.69999, 1.87925], [0.14503, -1.90132, 1.44801]], "lowdin_charge": [0.0548, 0.1204, -0.1979, -0.1744, 0.8932, -0.4863, -0.3138, 0.0614, -0.0680, 0.0586, 0.0520], "orbital_gap_ev": 9.3, "relative_energy_ev": 4.062, "smiles": "[H]/N=N/C#S(=O)O.C#N", "total_energy_ha": -790.7886, "spin_multiplicity": 1, "largest_force_ev_per_a": 1.50}


{"formula": "C5H14NO2", "method": "ωB97M-V/def2-TZVPD", "symbols": ["C", "C", "N", "C", "C", "C", "O", "H", "H", "H", "H", "H", "H", "H", "H", "H", "H", "H", "H", "H", "H", "O"], "positions_angstrom": [[-2.24871, 0.63632, -1.95353], [-2.30867, 0.46669, -0.42340], [-1.45609, -0.58449, 0.11139], [-0.09158, 1.06826, 1.41721], [-0.07969, -0.25252, 0.63884], [0.93400, -0.24990, -0.60877], [1.91666, -1.21632, -0.50669], [-2.64298, -0.24079, -2.46261], [-1.25812, 0.90561, -2.32170], [-2.82676, 1.52215, -2.25244], [-3.35109, 0.18107, -0.22877], [-2.06605, 1.38835, 0.09151], [-1.37076, -1.38218, -0.49988], [-1.10781, 1.19597, 1.79536], [0.62769, 1.05609, 2.22854], [0.14617, 1.87425, 0.72173], [0.16522, -1.10518, 1.27005], [0.28703, -0.41033, -1.47196], [1.46574, 0.71841, -0.58694], [2.72487, -0.78747, 0.54032], [2.58299, -0.07473, 1.99780], [3.25331, -0.23352, 1.32884]], "lowdin_charge": [-0.1139, -0.2991, -0.0777, -0.0840, -0.3337, -0.3671, -0.3292, 0.0618, 0.0548, 0.0566, 0.0906, 0.0814, 0.0930, 0.0581, 0.0599, 0.0693, 0.1204, 0.0696, 0.0890, -0.0256, -0.0485, -0.2258], "orbital_gap_ev": 6.8, "relative_energy_ev": 0.892, "total_energy_ha": -404.1218, "spin_multiplicity": 1, "total_charge": -1, "largest_force_ev_per_a": 2.46}


{"formula": "C6H9NO2", "method": "ωB97M-V/def2-TZVPD", "symbols": ["C", "C", "C", "C", "C", "C", "H", "H", "H", "H", "H", "H", "H", "H", "H", "N", "O", "O"], "positions_angstrom": [[1.11745, -0.23921, -0.28316], [0.85159, 0.99342, 0.54751], [-0.67435, 1.20229, 0.05010], [-1.13450, -0.15409, 0.03023], [-0.03736, -1.18369, 0.05887], [-2.59181, -0.51496, 0.05083], [3.26422, 0.08010, -0.41226], [2.92797, -1.45613, -0.55428], [0.95196, -0.27453, -1.33069], [1.39704, 2.11121, 0.47882], [0.72120, 0.83738, 1.72775], [-1.23469, 2.15801, 0.36943], [0.12571, -2.04983, -0.74863], [0.28634, -1.36996, 1.22393], [-2.38641, 1.27030, -1.24229], [2.67542, -0.70142, -0.02025], [-3.15027, 0.82218, -0.31133], [-3.10950, -1.53106, 0.36541]], "lowdin_charge": [-0.4013, -0.1625, -0.0118, -0.2008, -0.1174, -0.4173, 0.0710, -0.0113, 0.1101, 0.1549, 0.1513, 0.1400, 0.1721, 0.1829, 0.2758, 0.0390, -0.1379, 0.1633], "orbital_gap_ev": 9.2, "relative_energy_ev": 5.925, "total_energy_ha": -439.0586, "spin_multiplicity": 1, "largest_force_ev_per_a": 6.20}


{"formula": "C32H33BrF3NO4", "method": "ωB97M-V/def2-TZVPD", "symbols": ["C", "C", "O", "C", "O", "C", "C", "C", "C", "C", "C", "O", "C", "Br", "C", "C", "C", "N", "C", "O", "H", "H", "H", "H", "H", "H", "H", "H", "H", "H", "H", "H", "H", "H", "H", "H", "H", "H", "F", "C", "C", "C", "C", "C", "C", "H", "H", "H", "H", "H", "F", "C", "C", "C", "C", "C", "C", "H", "H", "H", "H", "H", "F", "C", "C", "C", "C", "C", "C", "H", "H", "H", "H", "H"], "positions_angstrom": [[0.68703, 1.47027, -0.56368], [0.52791, -0.12061, -0.82183], [-0.84846, -0.56947, -0.83047], [-1.45712, -0.44416, -2.09481], [-0.88196, -0.44151, -3.19888], [-3.06128, -0.35665, -2.10659], [-3.64359, 0.85307, -2.98038], [-4.55595, 1.87273, -2.09401], [-3.51985, 2.92955, -1.46818], [-3.37029, 3.06443, -0.07339], [-2.28177, 4.11529, 0.45241], [-2.34103, 4.55769, 1.61604], [-1.08189, 4.57254, -0.49123], [0.56777, 5.31170, 0.35546], [-1.22003, 4.43409, -1.90456], [-0.05398, 4.82217, -2.91630], [-0.05434, 3.78919, -4.13699], [-0.00317, 2.36470, -3.63357], [-2.60752, 3.85595, -2.40997], [-3.09450, 4.09858, -3.54799], [0.63327, 1.63057, 0.57536], [1.73871, 1.79150, -0.86827], [-0.14425, 2.04985, -1.07305], [1.14896, -0.44773, -1.71382], [1.01558, -0.61493, 0.09544], [-3.41639, -1.32735, -2.60870], [-3.44426, -0.37949, -1.03649], [-4.33466, 0.44705, -3.79078], [-2.77178, 1.37662, -3.48919], [-5.38015, 2.36264, -2.69991], [-4.97730, 1.27250, -1.20963], [-3.99740, 2.44091, 0.64181], [0.94439, 4.66285, -2.36561], [-0.06090, 5.91713, -3.22961], [-0.95589, 3.87370, -4.82500], [0.87412, 3.93889, -4.80315], [-0.17369, 1.74174, -4.44155], [0.95644, 2.13690, -3.33419], [3.15439, -1.81537, -0.01425], [3.94037, -1.78959, 1.07496], [5.24924, -2.23494, 0.98009], [6.06418, -2.20350, 2.10629], [5.55775, -1.73702, 3.31674], [4.24036, -1.29697, 3.40100], [3.42774, -1.31788, 2.27257], [5.62307, -2.60206, 0.03155], [7.09185, -2.54231, 2.04179], [6.19337, -1.71698, 4.19612], [3.84622, -0.93774, 4.34546], [2.40206, -0.97085, 2.31775], [-6.38252, -0.01930, -3.06110], [-7.48798, -0.18044, -2.31388], [-7.73741, -1.40961, -1.72496], [-8.87863, -1.57469, -0.94747], [-9.76223, -0.51198, -0.77688], [-9.50342, 0.71636, -1.37748], [-8.35690, 0.88562, -2.14613], [-7.04240, -2.22736, -1.87584], [-9.07985, -2.53006, -0.47561], [-10.65453, -0.64307, -0.17372], [-10.19453, 1.54186, -1.24707], [-8.13493, 1.83758, -2.61398], [6.84543, -4.86761, 3.28781], [7.63020, -4.84113, 4.37592], [8.93944, -5.28551, 4.28177], [9.75395, -5.25300, 5.40867], [9.24673, -4.78666, 6.61884], [7.92877, -4.34765, 6.70229], [7.11669, -4.36946, 5.57343], [9.31402, -5.65264, 3.33349], [10.78228, -5.59114, 5.34449], [9.88172, -4.76584, 7.49842], [7.53394, -3.98858, 7.64644], [6.09077, -4.02340, 5.61772]], "lowdin_charge": [-0.0803, -0.2155, -0.0429, -0.3788, 0.0435, -0.0745, -0.1607, -0.1244, -0.0989, 0.0651, -0.3268, 0.0213, -0.4570, 0.6952, -0.1445, -0.1410, -0.2573, -0.0076, -0.2199, 0.0524, 0.0831, 0.0851, 0.0461, 0.1218, 0.1067, 0.1291, 0.1152, 0.1035, 0.1003, 0.1154, 0.1102, 0.1304, 0.0855, 0.1283, 0.1095, 0.1145, 0.0764, 0.0705, 0.0542, -0.2845, -0.0111, -0.0869, -0.1006, -0.0795, -0.0199, 0.1175, 0.1040, 0.0972, 0.1052, 0.1105, 0.0415, -0.2850, -0.0154, -0.0809, -0.0957, -0.0802, -0.0177, 0.1168, 0.1057, 0.1018, 0.1063, 0.1154, 0.0585, -0.2909, -0.0178, -0.0831, -0.0981, -0.0820, -0.0256, 0.1164, 0.1048, 0.1008, 0.1052, 0.1139], "orbital_gap_ev": 8.2, "smiles": "CCOC(=O)CCCC1=CC(=O)C(Br)=C(CCN)C1=O.Fc1ccccc1.Fc1ccccc1.Fc1ccccc1", "total_energy_ha": -4468.3591, "spin_multiplicity": 1, "largest_force_ev_per_a": 4.20}